Record 1
Molecular formula: C14H23N3O5
Method: DFT, ωB97M-V with the def2-TZVPD basis set

XYZ file:
```
45
Properties=species:S:1:pos:R:3:forces:R:3
H -1.034 0.011 4.718 0.0 -0.1 0.2
O 1.103 -0.450 2.523 -0.3 -0.1 0.7
O 0.947 4.032 -2.581 -0.2 -0.1 -1.1
H 3.769 2.881 0.309 -0.8 -0.8 0.0
N -0.106 -2.168 3.291 0.0 0.5 0.2
C 3.347 1.782 -1.564 -1.5 -1.3 1.0
H 1.260 0.472 -5.013 0.6 0.8 0.6
C 1.274 0.285 -0.072 2.0 1.4 -2.4
H -1.138 -0.668 -1.020 -0.1 0.1 -0.3
C 0.046 -0.129 4.649 0.0 0.1 0.0
C 2.527 0.764 -2.241 0.3 1.0 2.8
O 2.778 0.584 -3.616 -1.0 0.8 0.8
O 1.799 4.194 -4.637 -0.8 -1.1 0.2
H -0.108 1.952 -4.139 0.4 0.2 0.3
H -0.439 -3.810 4.509 -0.1 0.0 0.2
C 0.393 -0.913 3.411 0.2 -0.2 -0.3
C 1.498 0.007 -1.492 1.6 1.6 0.2
H -3.641 -3.022 -1.012 -0.1 0.1 -0.1
H -1.196 -2.312 5.100 0.1 0.0 -0.1
H -2.849 -0.845 -1.468 0.0 -0.1 0.1
C 3.138 2.080 -0.132 -1.4 -2.1 -2.4
N 0.826 2.079 -3.745 1.7 0.9 -1.9
H -1.782 -0.876 1.349 0.0 0.0 -0.1
C -2.165 -0.485 -0.704 0.3 0.1 0.4
C 1.176 3.475 -3.634 -0.4 0.9 2.2
H 2.369 1.856 -5.274 -0.2 -0.4 1.2
H -1.878 -3.159 3.692 -0.1 0.0 0.2
H 0.925 -0.741 -2.094 0.4 0.7 0.8
C -4.209 -2.583 -0.190 -0.1 -0.1 0.0
H -2.309 0.587 -0.562 0.1 0.0 -0.3
N -2.372 -1.144 0.572 -0.3 -0.3 -0.1
C 1.835 1.281 -4.465 -1.2 -1.2 -1.5
C -3.276 -2.105 0.892 0.2 0.1 0.4
H 0.518 0.851 4.597 0.0 -0.1 -0.1
H 1.710 5.124 -4.339 0.3 -0.6 0.0
H -4.868 -3.347 0.219 0.1 0.1 0.1
H 0.171 -2.628 2.436 0.0 0.0 0.1
H 4.127 2.319 -2.162 -0.9 -0.6 0.6
H 1.913 1.574 1.633 0.2 -0.4 -1.2
C 2.098 1.332 0.559 0.2 0.0 -0.7
H 0.416 -0.643 5.538 -0.2 0.0 0.0
H -4.822 -1.757 -0.553 0.1 -0.1 -0.1
C -0.957 -2.895 4.214 0.0 -0.4 -0.4
O -3.316 -2.555 2.030 -0.1 -0.1 -0.2
H 0.502 -0.290 0.471 0.9 0.7 -0.3
```
Positions in Å, forces in eV/Å.

Values from the calculation:
E_LUMO (eV): 0.4
F_max (eV Å⁻¹): 3.5
Relative energy (zero: lowest compared OMol25 entry of this formula, charge and spin) (kcal/mol): 0.0
Molecular weight (g/mol): 313.354
HOMO energy (eV): -8.26

***

Record 2
Molecular formula: C51H59Cl2N12
Method: DFT, ωB97M-V with the def2-TZVPD basis set

XYZ file:
```
124
Properties=species:S:1:pos:R:3:forces:R:3
N -2.336 -9.308 -4.807 0.0 0.2 0.0
N 0.455 -1.935 1.213 0.5 -1.3 -0.3
H 5.669 0.587 3.920 0.0 0.1 0.0
C -6.946 3.309 5.418 0.0 0.0 0.1
Cl -0.560 1.900 2.905 -0.2 -0.3 -0.2
H 0.677 -6.023 5.220 -0.2 0.1 0.0
H 4.509 4.472 -6.119 0.1 0.0 0.0
C 5.550 -3.689 0.183 -0.1 0.0 0.2
C -6.508 4.611 5.246 0.0 -0.1 0.0
C -1.251 0.422 2.138 -0.1 0.0 -0.3
C -0.174 6.141 -5.465 0.0 0.0 0.1
H -7.420 3.006 6.343 0.0 0.0 0.0
H 5.428 3.570 -2.033 0.0 0.0 0.0
C -3.271 5.246 -0.349 0.0 -0.1 0.0
H -5.139 -1.383 -3.344 0.0 0.0 0.0
C 2.652 4.806 -3.488 -0.1 0.0 -0.2
H -3.433 -1.380 -1.523 0.0 0.0 0.0
C 7.736 -2.401 1.138 0.0 0.0 -0.1
H -6.627 5.350 6.027 0.0 0.0 0.0
H 2.207 -2.043 0.123 -0.4 -0.1 0.2
H 9.191 -1.266 4.867 0.1 0.0 0.0
C -4.241 5.942 0.353 0.0 0.0 0.1
C 8.761 1.936 3.899 0.1 0.1 0.0
N -1.068 -0.959 4.178 -0.5 -0.4 1.2
N -5.729 4.090 3.037 0.0 -0.1 0.2
H -5.339 7.795 0.425 0.0 -0.1 0.0
C 8.703 -0.352 4.548 -0.1 -0.2 0.0
C -6.770 2.401 4.386 0.1 0.0 0.0
C -1.600 -6.642 -5.137 0.0 0.1 0.0
N 0.845 -3.859 3.546 -1.6 0.1 1.5
H 3.231 -2.331 2.816 -0.1 0.4 0.1
H 8.642 -2.756 -0.777 0.0 0.0 0.0
H -1.283 -9.703 -6.518 0.0 0.0 0.0
C -0.518 -5.290 2.113 -0.6 0.7 0.8
H -0.180 -6.290 1.816 -0.1 0.2 0.0
C -2.172 5.650 -6.672 0.0 0.0 0.0
H -2.740 5.050 -7.371 0.0 0.0 0.0
C -0.857 5.342 -6.366 0.0 -0.1 0.0
H -4.721 5.510 1.222 0.0 0.0 0.0
H -0.958 -5.287 5.286 0.2 0.1 -0.2
C -3.807 -2.308 -1.936 0.0 0.0 0.0
H -0.692 -6.719 4.264 0.1 0.1 0.4
H -3.133 0.805 3.099 0.0 0.3 -0.4
H -3.283 -1.511 2.768 -0.1 0.0 -0.3
H -2.924 -1.406 1.023 -0.2 0.0 0.1
C 9.438 0.799 4.308 0.0 0.0 0.0
C 6.746 0.678 4.020 -0.1 -0.2 0.0
C -2.748 6.753 -6.059 -0.1 0.2 0.1
H -0.656 -2.541 5.652 0.0 0.3 -0.1
H -4.995 -5.665 -3.241 0.0 0.0 -0.1
C -4.583 7.212 -0.090 0.0 0.1 -0.1
H -0.569 -7.344 -6.894 0.0 0.0 0.0
C -3.345 -3.525 -1.462 0.1 -0.2 0.1
C 7.763 -2.888 -0.158 0.1 0.0 0.0
H -3.774 7.034 -6.270 0.0 -0.1 0.0
H -0.352 7.870 -4.192 0.1 0.0 0.0
H 3.686 -1.223 1.558 -0.2 0.3 0.3
H -5.937 -3.577 -4.225 0.0 0.0 0.0
H -3.335 -8.717 -3.121 0.0 0.1 0.0
H -5.554 5.957 3.860 0.0 0.0 0.1
C -0.845 7.218 -4.906 -0.1 0.1 0.0
C -3.428 -0.905 1.862 0.5 -0.1 -0.3
H 6.524 -2.236 2.911 0.1 0.0 0.0
C -1.581 -8.917 -5.834 -0.1 -0.2 0.0
C 0.131 -2.679 3.588 1.4 -1.2 -0.6
H 1.982 -3.407 1.174 -0.1 0.3 0.3
H -1.613 -0.315 4.735 0.1 0.0 -0.2
H -0.918 0.429 1.094 0.1 -0.1 0.3
C 3.478 4.360 -2.469 0.0 0.0 0.0
C 5.145 3.959 -4.127 0.0 0.0 0.0
N 5.502 -3.229 1.436 0.2 0.0 -0.3
C -0.538 -2.145 4.656 0.1 0.5 -1.0
H 8.585 -1.879 1.559 0.0 0.0 0.0
H -1.314 -5.605 -5.266 0.0 0.0 0.0
C -0.228 -5.800 4.644 0.5 -0.6 -0.9
C 6.588 -2.598 1.890 -0.2 -0.1 0.2
H 4.655 -4.197 -0.161 0.0 0.0 -0.1
C 1.883 -2.318 1.137 0.6 0.6 -0.4
N -3.758 -4.708 -1.916 -0.2 0.3 -0.2
C -5.910 4.948 4.041 0.1 0.0 -0.2
C 2.823 -1.581 2.127 0.1 -1.0 -0.1
C 0.086 -4.918 3.462 0.4 -0.1 -0.9
H 2.334 -0.780 2.696 0.1 -0.1 -0.3
H -0.369 4.490 -6.824 0.0 0.0 0.0
C -0.765 -0.776 2.903 0.0 0.7 -0.1
C -4.674 -4.691 -2.890 0.1 -0.1 0.2
H 9.298 2.855 3.700 0.0 0.0 0.0
C -6.157 2.841 3.223 0.1 0.0 -0.1
C -5.198 -3.529 -3.436 0.0 0.0 0.0
C -2.800 0.474 2.104 -0.2 -0.1 0.7
H -5.994 2.167 2.388 -0.1 0.0 0.0
N -2.111 7.534 -5.187 0.1 -0.2 -0.1
C -2.388 -7.027 -4.064 0.0 0.0 0.0
Cl -3.316 1.693 0.902 0.1 -0.4 0.3
H 6.631 -3.945 -1.656 0.0 0.0 0.0
C -2.685 5.840 -1.455 0.0 0.0 0.1
C 4.242 4.427 -5.069 -0.1 0.1 -0.2
H -2.732 -6.306 -3.336 0.1 -0.1 0.0
H 3.132 4.353 -1.444 0.0 0.0 0.0
H 0.855 5.933 -5.199 0.0 0.0 -0.1
N -4.030 7.803 -1.150 0.0 -0.2 0.1
C 6.649 -3.548 -0.650 0.0 0.0 0.0
C -2.723 -8.367 -3.946 0.0 -0.2 0.0
H -2.665 7.622 -2.667 0.0 -0.1 0.0
N 3.012 4.847 -4.774 0.1 -0.1 0.4
H -4.498 -0.870 1.641 0.2 0.3 0.1
C -1.185 -7.604 -6.043 0.0 0.0 0.0
H -0.280 -4.517 1.377 0.2 -0.3 0.0
C -4.753 -2.313 -2.946 -0.1 0.1 -0.1
H 10.511 0.803 4.437 0.0 0.0 0.0
H -1.924 5.328 -2.030 0.0 0.0 0.0
H 6.131 3.629 -4.426 0.0 0.0 0.0
N -0.016 -1.809 2.512 -0.8 1.6 0.0
H -7.100 1.375 4.480 0.0 0.0 0.0
H -2.976 4.252 -0.037 0.0 0.0 0.0
C 4.752 3.927 -2.800 0.1 0.0 0.1
H 1.645 5.152 -3.276 0.0 0.0 0.1
C -3.097 7.116 -1.810 0.0 0.2 -0.1
C 7.385 1.878 3.750 0.0 0.0 0.0
H -2.600 -3.567 -0.672 0.0 0.1 0.0
H 0.269 -1.106 0.668 -0.1 0.2 0.4
N 7.378 -0.429 4.413 0.1 0.2 -0.1
H 6.819 2.744 3.433 0.0 0.0 0.0
H -1.617 -5.297 2.225 0.3 -0.4 -0.1
```
Positions in Å, forces in eV/Å.

Values from the calculation:
Total charge: +1
E_LUMO (eV): -3.1
F_max (eV Å⁻¹): 2.2
Molecular weight (g/mol): 911.023
HOMO energy (eV): -10.64